The following is a DFT calculation (ωB97M-V/def2-TZVPD) of a structure of composition C10H18Cl2FeN2S.

Frontier orbital gap (alpha / beta) in eV: 5.06 / 6.42
Spin multiplicity: 6
E_LUMO (alpha / beta) in eV: 2.81 / 2.80
Max |F| in eV/A: 2.85
Relative energy (zero: lowest compared OMol25 entry of this formula, charge and spin) in kcal/mol: 0.0
Net charge: -1
<S²>: 8.77

Each line ends with the natural charge from an NBO analysis.
Atoms and positions in Å:
1 H -2.060952 1.552226 -2.432457  0.165
2 C -1.786488 0.541122 -2.072349  -0.406
3 C 0.085339 1.230431 4.956204  -0.223
4 H 1.396780 -0.956041 -3.987943  0.192
5 H 0.380267 -1.868838 -2.845604  0.220
6 C 0.777969 0.158968 -2.238781  -0.272
7 Cl 0.043892 -2.565402 -0.304326  -0.631
8 H -0.894860 -1.318368 -4.914427  0.188
9 C -0.415257 -0.310589 3.270788  0.341
10 Cl 1.391178 1.212249 1.110171  -0.691
11 S -1.202893 -0.880473 1.880922  -0.224
12 N 0.854513 -0.571135 3.673530  -0.597
13 H -0.566140 0.395292 -4.640032  0.176
14 H -2.812591 -0.109632 -3.856314  0.183
15 C -1.969866 -0.446474 -3.242768  -0.394
16 Fe 0.470908 -0.463255 0.027804  1.142
17 C -0.731464 -0.564303 -4.136622  -0.393
18 H 2.644826 0.332237 -1.068819  0.198
19 H -0.265518 1.411950 -0.809665  0.212
20 H 1.765960 -0.050867 5.496247  0.186
21 H -1.824877 1.037222 3.907854  0.418
22 H 0.194650 2.294030 4.715348  0.203
23 C 0.517539 -0.897036 -3.336268  -0.396
24 C 1.345325 0.433486 4.612641  -0.223
25 N -0.927855 0.609895 4.114485  -0.606
26 H -2.233674 -1.424171 -2.820783  0.201
27 C -0.401737 0.563496 -1.491812  -0.528
28 H 2.212394 -1.385273 -1.558560  0.200
29 H 2.114373 1.058401 4.138922  0.220
30 H 1.231873 1.030524 -2.737030  0.175
31 C 1.862192 -0.403211 -1.243519  -0.843
32 H -2.510570 0.337632 -1.269252  0.201
33 H 1.487340 -1.099610 3.090824  0.428
34 H -0.172592 1.115502 6.011576  0.183

Atoms 1-6, force components in eV/Å:
0.089 -0.087 -0.092
-0.179 0.265 -0.345
-0.340 0.145 0.116
-0.056 -0.020 0.121
0.069 0.107 -0.120
2.118 -0.396 -1.585

=====

The following is a DFT calculation (ωB97M-V/def2-TZVPD) of a cluster of 4 separate species, C10H18Cl6O3 in total.

SMILES: C[C@H]1COC(=O)O1.ClCCCl.ClCCCl.ClCCCl
Frontier orbital gap in eV: 11.10
E_LUMO in eV: 0.42
Max |F| in eV/A: 2.54
Relative energy (zero: lowest compared OMol25 entry of this formula, charge and spin) in kcal/mol: 5.2

Each line ends with the natural charge from an NBO analysis.
Atoms and positions in Å:
1 Cl 2.091352 1.843690 1.743543  -0.087
2 H 1.342126 1.277564 -3.438522  0.216
3 H 1.399536 3.043390 -0.618353  0.200
4 C 1.007776 2.952396 2.654093  -0.374
5 C 0.016999 2.290983 -2.080791  0.051
6 H 1.430758 4.623501 1.345222  0.230
7 Cl -3.768361 -7.468229 -0.040307  -0.067
8 H 0.027717 2.789278 2.202859  0.230
9 O -0.048346 4.463478 -1.270939  -0.504
10 Cl 2.965410 4.766539 3.222358  -0.063
11 H -0.184313 -1.823629 1.788425  0.226
12 C 1.414556 4.380976 2.403673  -0.388
13 C 0.897670 3.430842 -1.502874  -0.104
14 O -2.256610 4.743968 -1.381315  -0.577
15 H -0.708349 -2.424537 0.241559  0.234
16 H 1.587350 3.769352 -2.272841  0.188
17 C -1.308253 4.052263 -1.574113  0.973
18 C 1.236098 -1.448220 0.205193  -0.406
19 H 1.792792 -2.350521 0.472387  0.222
20 H -0.321443 1.191242 -3.931658  0.226
21 H -2.765946 -6.947711 2.024622  0.223
22 H 0.144347 1.337790 -1.567076  0.210
23 H 0.681184 5.054897 2.849502  0.230
24 H 1.778661 -0.639223 0.685371  0.234
25 C -0.172424 -1.612695 0.721205  -0.373
26 Cl -1.087604 -0.068771 0.515169  -0.082
27 H 0.530308 2.750944 -4.140072  0.206
28 C 0.425869 1.864756 -3.513131  -0.623
29 Cl 1.315034 -1.189065 -1.534843  -0.050
30 H -2.104077 -8.392935 1.320603  0.231
31 H 0.957858 2.655401 3.695081  0.230
32 C -2.376186 -7.365374 1.097628  -0.383
33 H -0.450019 -6.412728 1.211418  0.224
34 H -0.999421 -6.742280 -0.461986  0.228
35 O -1.295982 2.824598 -2.103160  -0.479
36 Cl -1.893610 -4.768199 0.493783  -0.068
37 C -1.302457 -6.453732 0.538291  -0.383

Atoms 1-6, force components in eV/Å:
0.107 -0.063 0.317
0.197 0.305 -0.149
0.038 0.655 0.219
-0.377 -0.058 -0.925
1.520 -0.839 -1.858
0.439 -0.116 -0.045

=====

The following is a DFT calculation (ωB97M-V/def2-TZVPD) of a cluster of 2 separate species, C10H18FN4O5S in total.

Frontier orbital gap in eV: 5.49
E_LUMO in eV: -5.34
Max |F| in eV/A: 3.52
Net charge: +1

Each line ends with the natural charge from an NBO analysis.
Atoms and positions in Å:
1 O 0.845677 -4.793869 -1.244903  -0.549
2 C -0.600606 3.012577 -0.228664  0.441
3 H -1.867710 3.096534 -1.801051  0.432
4 H 1.285076 -2.776400 -1.249996  0.167
5 N 0.053593 1.830237 -0.283296  -0.391
6 S -0.691256 0.486192 -1.118310  2.513
7 C 0.423915 -3.446589 -1.178046  -0.253
8 C 1.769529 2.549839 0.831108  -0.002
9 C -0.436348 6.271195 -0.847346  0.424
10 N -1.879291 3.140724 -0.787683  -0.847
11 H 1.368073 5.438921 2.108620  0.408
12 H -2.421961 -4.717951 0.939339  0.184
13 H 0.187363 -6.925147 0.240050  0.180
14 C 1.488110 -5.230719 -0.055592  -0.089
15 C -0.025617 4.116448 0.375383  -0.056
16 C 0.564414 -6.066752 0.802677  -0.091
17 C -0.695534 5.447982 0.435150  -0.544
18 H 1.872790 -4.378293 0.512750  0.169
19 H -0.125779 -3.237939 -0.256341  0.173
20 H -0.368701 6.016103 1.306820  0.233
21 H -2.552004 2.500500 -0.383508  0.409
22 O 0.161529 -0.620393 -0.995483  -0.832
23 H 2.730506 2.359717 1.295823  0.234
24 H -1.769890 5.308243 0.492400  0.287
25 N 1.964043 4.817897 1.572474  -0.708
26 H 0.591573 6.543161 -1.148846  0.141
27 H 2.694376 4.431628 2.159217  0.409
28 O -0.996343 0.886477 -2.435497  -0.851
29 H 2.339328 -5.847329 -0.359110  0.190
30 C -1.722878 -5.490286 0.620845  -0.255
31 H 1.130422 -6.447262 1.658327  0.187
32 H -0.234199 -3.261469 -2.026853  0.188
33 O -1.364797 6.580070 -1.544239  -0.452
34 O -0.507863 -5.292765 1.322976  -0.554
35 H -2.147819 -6.469090 0.864837  0.174
36 H -1.582485 -5.413910 -0.460018  0.178
37 N 1.241163 1.533754 0.231931  -0.081
38 C 1.241645 3.866654 0.943271  0.261
39 F -1.962042 0.181308 -0.309215  -0.430

Atoms 1-6, force components in eV/Å:
-0.127 0.133 0.146
-0.722 0.898 -0.196
-0.211 0.012 -0.025
-0.009 0.028 0.056
-1.049 -0.968 -0.153
1.535 -2.137 -2.345

=====

The following is a DFT calculation (ωB97M-V/def2-TZVPD) of a cluster of 2 separate species, C10H18IN2O2 in total.

Frontier orbital gap in eV: 8.54
E_LUMO in eV: -3.48
Max |F| in eV/A: 4.03
Relative energy (zero: lowest compared OMol25 entry of this formula, charge and spin) in kcal/mol: 112.1
Net charge: +1

Each line ends with the natural charge from an NBO analysis.
Atoms and positions in Å:
1 H 0.920668 1.549147 1.798240  0.434
2 H -0.405579 -1.323867 -1.515638  0.219
3 H -2.826691 1.402923 2.747188  0.167
4 H -1.985531 0.443378 -1.080263  0.251
5 C 1.473397 -0.001667 0.685868  0.114
6 C 0.989004 -1.321441 1.376581  -0.650
7 H -0.733211 1.649654 -1.251445  0.196
8 N 0.608951 1.193267 0.912270  -0.594
9 C -0.001415 -0.308648 -1.410821  -0.283
10 C 1.417678 -0.197478 -0.831508  -0.418
11 C 2.798020 0.394331 1.318594  -0.670
12 N -0.687550 -0.830872 -3.763900  -0.307
13 H 1.945972 -1.172477 -1.187606  0.249
14 H 1.629209 -2.138178 1.076736  0.243
15 H 3.140312 1.372755 1.041983  0.223
16 H 3.764322 -0.225860 1.185268  0.276
17 H 0.308277 0.077041 -5.188472  0.500
18 H -4.765591 -0.687293 4.199370  0.255
19 C -4.072044 -0.617570 3.402081  -0.183
20 H -0.889376 -1.774231 -3.730629  0.402
21 C -3.098449 -0.693441 2.682490  -0.283
22 H -2.252506 -0.689879 2.090785  0.255
23 H 0.982673 1.992232 0.322847  0.399
24 H -0.132341 -1.713654 1.244196  0.253
25 H 1.072285 -1.365275 2.581346  0.235
26 H 1.834688 0.581215 -1.347981  0.239
27 H 2.780887 0.315807 2.441292  0.240
28 C -0.969334 0.702113 -0.773883  -0.512
29 C -0.024042 -0.032447 -2.894364  0.632
30 O 0.625778 0.917935 -3.276660  -0.639
31 I -2.146453 2.285675 1.496389  0.585
32 C -0.841576 0.778085 0.749295  -0.287
33 O -0.460431 -0.561280 -5.099648  -0.541

Atoms 1-6, force components in eV/Å:
-0.722 -0.094 1.302
0.003 -0.209 1.765
0.317 -0.060 -0.510
-0.015 0.058 0.212
0.335 -2.163 -0.227
-2.472 -0.721 2.974

=====

The following is a DFT calculation (ωB97M-V/def2-TZVPD) of a cluster of 2 separate species, C10H18IN2O4 in total.

Frontier orbital gap in eV: 3.92
E_LUMO in eV: 1.65
Max |F| in eV/A: 1.76
Net charge: -1

Each line ends with the natural charge from an NBO analysis.
Atoms and positions in Å:
1 H -3.132789 2.473709 -2.159625  0.188
2 O 1.046019 -2.850372 3.607106  -0.508
3 H 5.916700 0.641652 -0.418130  0.222
4 H 3.114056 -1.183211 2.783508  0.228
5 O 0.204020 -0.785055 -0.444109  -0.454
6 H -6.300261 1.510543 -0.370546  0.181
7 O -1.649602 -0.209494 -1.342217  -0.172
8 C 0.697562 -1.711066 0.481718  0.239
9 H -3.793488 1.493292 -0.840149  0.177
10 C 4.550240 -0.933860 0.170108  -0.272
11 I 5.483916 -2.067226 -1.395808  0.053
12 C -5.257180 2.800795 -1.785707  0.132
13 C 1.045056 -2.021491 2.722665  0.709
14 C 5.351050 0.344590 0.455464  -0.638
15 C 2.158826 -1.087143 2.289350  -0.526
16 H -7.375260 2.508447 -1.366001  0.190
17 C -6.458530 1.914789 -1.373912  -0.635
18 H 2.626487 -2.529513 0.801299  0.206
19 H 2.831780 -0.974173 -1.137911  0.237
20 H -4.120737 1.047381 -2.528448  0.156
21 H -0.378391 -0.882233 2.049443  0.383
22 O -5.087709 3.827237 -0.924651  -0.959
23 N -0.038064 -1.795189 1.757398  -0.681
24 N -1.252156 -0.663109 -0.373385  0.392
25 H 4.631628 -1.569302 1.041388  0.207
26 H 0.620378 -2.713302 0.062046  0.163
27 H 6.075702 0.146792 1.237831  0.214
28 H 2.831627 0.359374 0.015412  0.217
29 H -5.456600 3.084732 -2.858651  0.050
30 C -4.002422 1.897654 -1.833706  -0.633
31 H -6.611652 1.066611 -2.064904  0.155
32 C 3.057571 -0.693423 -0.116981  -0.436
33 H 1.769939 -0.073828 2.269077  0.222
34 H 4.702678 1.151177 0.772364  0.216
35 C 2.199605 -1.525784 0.818664  -0.223

Atoms 1-6, force components in eV/Å:
-0.024 0.094 0.057
-0.140 1.247 -1.240
-0.042 0.354 -0.168
0.024 0.006 0.391
0.571 0.386 0.119
0.065 0.083 0.066

=====

The following is a DFT calculation (ωB97M-V/def2-TZVPD) of the ion C10H18IN2S with charge +1.

Frontier orbital gap (alpha / beta) in eV: 7.02 / 7.25
E_LUMO (alpha / beta) in eV: -3.42 / -4.16
Max |F| in eV/A: 4.56
Relative energy (zero: lowest compared OMol25 entry of this formula, charge and spin) in kcal/mol: 53.6
Net charge: +1

Each line ends with the natural charge from an NBO analysis.
Atoms and positions in Å:
1 H 0.908500 3.307223 3.491767  0.252
2 H 1.507244 1.686857 4.434173  0.260
3 H -2.853255 -2.494872 -3.002592  0.245
4 H 1.173161 0.365164 -0.437631  0.438
5 H 0.203927 1.176581 -4.047452  0.210
6 C 1.032541 0.708981 -3.399378  -0.286
7 C -0.528880 0.780547 0.582032  0.431
8 N 0.166498 0.393718 -0.503313  -0.522
9 C -1.848774 -2.171304 -2.951088  -0.695
10 C 0.949779 -0.542543 -2.582081  -0.355
11 S -1.879562 -0.566917 -1.964415  0.281
12 H -1.363365 -2.013835 -4.070687  0.240
13 H -1.130523 0.135945 4.465130  0.260
14 H -0.115872 2.372898 4.675329  0.229
15 N -1.849531 0.731259 0.616014  -0.748
16 H -1.219308 -2.880514 -2.478814  0.229
17 H 2.555181 -0.579358 -1.316647  0.186
18 C -1.178022 0.455224 3.399372  -0.657
19 C -0.072771 1.373737 2.918893  0.063
20 C -0.216877 -0.393841 -1.534199  0.028
21 H -2.105390 0.979282 3.301036  0.212
22 H -1.314697 -0.450138 2.774350  0.231
23 H 2.939506 -0.718399 -2.971151  0.237
24 C 0.569704 2.263244 3.908350  -0.657
25 H 1.952662 1.409128 -3.239499  0.187
26 H 2.294677 -2.120960 -2.226198  0.233
27 H 0.446653 -1.282043 -3.294850  0.230
28 C 0.264542 1.423562 1.638158  -0.243
29 I 1.692901 2.809633 0.894538  0.202
30 H -2.429579 0.100457 0.104067  0.434
31 H -2.313472 1.042801 1.564202  0.431
32 C 2.319422 -1.042700 -2.223988  -0.587

Atoms 1-6, force components in eV/Å:
-0.613 -2.238 0.880
-2.037 1.496 -1.405
-0.994 -0.287 -0.162
0.201 0.673 0.543
1.238 -1.155 1.289
0.526 2.570 -0.135

=====

> Which of these has the lowest max |F|?

C10H18IN2O4